# 1
C5H4N2 | the ωB97M-V functional and the def2-TZVPD basis

Last column: natural (NBO) charge in e.
Element x y z (Å)
C 0.52 1.88 -2.23  -0.220
C 0.28 1.07 -1.37  -0.020
C -0.05 0.11 -0.37  -0.392
C 0.76 -0.28 0.81  0.139
N 0.23 -1.06 1.66  -0.648
N -1.63 -1.44 0.49  -0.461
C -1.17 -0.62 -0.30  0.407
H 0.73 2.58 -3.01  0.237
H 1.78 0.11 0.88  0.196
H 0.78 -1.49 2.38  0.370
H -2.24 -0.86 1.07  0.391

The energy relative to the best compared isomer or geometry (same formula, charge and spin) is 424.62 kJ/mol. The value obtained for the orbital gap is 9.3 eV. Its total charge is 0. As for the spin multiplicity: 1. The value obtained for the LUMO energy is 0.7 eV. Its molar mass is 92.10 g mol⁻¹. The SMILES is [H]/N=C/C(=C=N)C#C.


# 2
C5H4N2 | the ωB97M-V functional and the def2-TZVPD basis

Last column: natural (NBO) charge in e.
Element x y z (Å)
C 2.41 -0.02 -0.07  -0.076
C 1.12 -0.15 0.25  -0.285
C 0.24 -1.06 0.88  0.041
C -1.04 -1.09 0.52  -0.140
N -1.51 -0.17 -0.42  -0.391
N -0.90 1.01 -0.49  -0.194
C 0.31 1.10 -0.05  0.017
H 2.84 0.32 -1.01  0.189
H -1.79 -1.75 0.95  0.224
H -2.49 -0.14 -0.69  0.401
H 0.74 2.08 0.06  0.214

The energy relative to the best compared isomer or geometry (same formula, charge and spin) is 636.71 kJ/mol. The value obtained for the orbital gap (alpha / beta) is 7.9 / 7.0 eV. Its total charge is 0. As for the spin multiplicity: 1. The value obtained for the LUMO energy (alpha / beta) is -0.2 / -1.2 eV. Its molar mass is 92.10 g mol⁻¹.


# 3
C5H4N2 | the ωB97M-V functional and the def2-TZVPD basis

Last column: natural (NBO) charge in e.
Element x y z (Å)
C -1.27 -1.49 -1.53  -0.216
C -0.95 -0.73 -0.66  0.015
C 0.04 -0.53 1.29  0.128
C -0.61 0.35 0.26  -0.487
C 0.49 1.27 -0.22  0.086
N 1.60 1.00 0.36  -0.235
N 1.27 -0.09 1.19  -0.431
H -1.57 -2.20 -2.26  0.240
H -1.52 0.87 0.57  0.278
H 0.44 2.08 -0.92  0.216
H 2.05 -0.48 1.69  0.405

The energy relative to the best compared isomer or geometry (same formula, charge and spin) is 435.83 kJ/mol. The value obtained for the orbital gap is 9.9 eV. Its total charge is 0. As for the spin multiplicity: 1. The value obtained for the LUMO energy is 0.7 eV. Its molar mass is 92.10 g mol⁻¹.